C5H7NO | ωB97M-V/def2-TZVPD

Positions of all 14 atoms, in Å:
C  -2.037  0.168  0.309
C  -1.116  1.114  0.327
C  2.436  0.007  -0.400
C  -1.013  -0.958  0.159
C  0.099  0.194  0.260
N  1.124  0.324  -0.769
O  2.880  -0.051  0.711
H  -3.156  0.261  0.317
H  -1.294  2.204  0.370
H  3.022  -0.093  -1.292
H  -1.138  -1.569  0.984
H  -0.917  -1.651  -0.633
H  0.429  0.012  1.289
H  0.680  0.039  -1.630

Computed properties:
SMILES	O=CN[C@H]1C=CC1
frontier orbital gap	10.489	eV
maximum force	2.60	eV Å⁻¹
ΔE to the lowest compared entry with this formula, charge and spin	54.63	kcal per mole
DFT total energy	-324.63741	Ha

Atomic partial charges in e from the Mulliken method, atoms 1 to 2:
1. C 0.012
2. C -0.942

---

C40H66O14 | ωB97M-V/def2-TZVPD

Positions of all 120 atoms, in Å:
C  -1.785  -4.416  -1.207
C  -0.553  -4.632  -2.179
O  0.735  -4.620  -1.532
C  1.292  -3.310  -1.422
C  1.145  -2.885  0.107
O  2.027  -1.781  0.361
C  2.323  -1.652  1.761
C  1.108  -1.963  2.708
C  -0.061  -1.046  2.715
C  -0.083  0.228  1.789
C  0.030  1.479  2.770
C  1.519  1.732  3.258
C  1.549  3.218  3.796
O  2.776  3.519  4.525
C  2.714  4.880  4.813
O  3.389  5.412  5.647
C  -1.180  -1.371  3.611
C  -1.166  -2.530  4.517
C  0.012  -3.374  4.497
C  1.159  -3.125  3.591
C  2.376  -4.114  3.667
O  2.949  -4.547  2.697
C  2.756  -4.536  5.129
C  4.148  -4.650  5.571
C  4.368  -5.013  6.980
C  3.241  -5.235  7.901
C  1.864  -5.138  7.429
C  1.611  -4.782  6.031
C  0.166  -4.610  5.447
O  -0.743  -5.358  5.712
H  -1.509  -4.039  -0.191
H  -2.462  -3.656  -1.698
H  -2.360  -5.377  -1.163
H  -0.541  -3.901  -3.046
H  -0.668  -5.661  -2.629
H  2.402  -3.275  -1.624
H  0.817  -2.542  -2.085
H  1.423  -3.789  0.713
H  0.063  -2.613  0.259
H  3.216  -2.304  1.969
H  2.665  -0.599  1.983
H  -1.063  0.194  1.246
H  0.802  0.284  1.112
H  -0.689  1.314  3.613
H  -0.291  2.441  2.267
H  2.214  1.659  2.374
H  1.829  1.015  4.071
H  0.678  3.379  4.487
H  1.435  3.945  2.950
H  2.005  5.558  4.246
H  -2.105  -0.737  3.654
H  -2.007  -2.769  5.215
H  5.013  -4.464  4.898
H  5.389  -5.109  7.426
H  3.446  -5.477  8.970
H  0.964  -5.285  8.075
C  0.206  -1.560  -4.727
O  -0.503  -2.688  -5.208
C  -1.743  -2.334  -5.813
C  -1.651  -2.378  -7.329
O  -0.805  -1.348  -7.826
C  0.474  -1.832  -8.207
H  1.208  -1.888  -4.448
H  0.292  -0.780  -5.487
H  -0.293  -1.159  -3.838
H  -2.079  -1.350  -5.470
H  -2.480  -3.074  -5.484
H  -2.648  -2.202  -7.746
H  -1.313  -3.362  -7.671
H  0.390  -2.421  -9.126
H  0.927  -2.438  -7.419
H  1.119  -0.974  -8.400
C  -4.675  4.522  6.228
O  -4.770  3.499  7.208
C  -5.088  2.232  6.644
C  -3.862  1.340  6.561
O  -2.928  1.834  5.605
C  -1.826  2.491  6.213
H  -4.256  5.409  6.704
H  -4.025  4.228  5.400
H  -5.672  4.767  5.847
H  -5.555  2.347  5.660
H  -5.819  1.762  7.310
H  -4.171  0.347  6.220
H  -3.393  1.227  7.544
H  -1.176  1.756  6.698
H  -2.151  3.236  6.943
H  -1.259  2.996  5.430
C  2.808  -3.858  -14.028
O  2.246  -2.674  -14.573
C  0.844  -2.582  -14.347
C  0.527  -1.611  -13.223
O  0.969  -2.112  -11.966
C  2.167  -1.494  -11.526
H  3.893  -3.772  -14.077
H  2.515  -4.000  -12.985
H  2.497  -4.725  -14.620
H  0.414  -3.568  -14.144
H  0.397  -2.205  -15.273
H  -0.560  -1.494  -13.155
H  0.958  -0.625  -13.426
H  1.963  -0.463  -11.218
H  2.936  -1.502  -12.302
H  2.539  -2.048  -10.663
C  -1.118  6.686  4.664
O  -1.610  6.891  3.350
C  -2.498  8.002  3.269
C  -1.813  9.213  2.659
O  -0.811  9.732  3.527
C  0.500  9.376  3.117
H  -0.317  5.947  4.614
H  -0.717  7.607  5.094
H  -1.916  6.295  5.304
H  -2.914  8.243  4.253
H  -3.325  7.701  2.618
H  -2.557  10.005  2.522
H  -1.395  8.972  1.677
H  0.774  9.932  2.215
H  0.586  8.302  2.929
H  1.190  9.646  3.916

Computed properties:
SMILES	CCOCCOCc1c(CCCCOC=O)ccc2c1C(=O)c1ccccc1C2=O.COCCOC.COCCOC.COCCOC.COCCOC
frontier orbital gap	8.521	eV
maximum force	2.92	eV Å⁻¹
DFT total energy	-2616.77543	Ha

Atomic partial charges in e from the Mulliken method, atoms 1 to 2:
1. C -0.861
2. C 0.438

---

C54H120N3O28P7 | ωB97M-V/def2-TZVPD

Positions of all 212 atoms, in Å:
N  2.847  3.629  -1.836
C  2.788  4.122  -0.531
C  3.506  5.303  -0.515
C  3.974  5.534  -1.849
C  3.509  4.496  -2.607
H  2.408  2.733  -2.153
H  2.362  3.507  0.224
H  3.705  5.912  0.374
H  4.481  6.417  -2.153
H  3.659  4.288  -3.645
N  -3.458  -4.922  -2.927
C  -3.742  -4.324  -1.750
C  -4.554  -3.238  -1.994
C  -4.780  -3.192  -3.405
C  -4.057  -4.222  -3.946
H  -2.895  -5.745  -2.985
H  -3.337  -4.672  -0.815
H  -5.037  -2.640  -1.218
H  -5.386  -2.420  -3.880
H  -3.888  -4.527  -4.972
N  -4.102  4.369  -1.291
C  -3.122  5.093  -0.681
C  -3.628  5.706  0.457
C  -5.055  5.352  0.483
C  -5.306  4.572  -0.618
H  -4.047  3.941  -2.212
H  -2.129  5.031  -1.091
H  -3.061  6.095  1.292
H  -5.711  5.694  1.250
H  -6.260  4.212  -0.955
C  7.950  4.290  -2.378
C  6.951  3.124  -2.029
O  7.755  1.994  -1.515
P  7.279  0.564  -1.156
O  8.407  -0.348  -0.892
O  6.286  0.743  0.080
C  6.687  1.506  1.208
C  7.295  0.706  2.386
O  6.253  0.275  -2.369
C  5.791  -1.115  -2.463
C  4.334  -1.258  -1.992
H  8.491  4.679  -1.515
H  8.567  3.982  -3.204
H  7.343  5.055  -2.862
H  6.151  3.373  -1.337
H  6.559  2.773  -2.997
H  7.414  2.219  0.857
H  5.742  1.964  1.538
H  8.221  0.169  2.105
H  7.591  1.410  3.147
H  6.508  0.054  2.731
H  5.952  -1.356  -3.513
H  6.486  -1.770  -1.883
H  3.992  -2.301  -1.950
H  4.284  -0.884  -0.996
H  3.680  -0.692  -2.664
C  -1.769  7.185  5.899
C  -2.004  5.718  6.085
O  -1.310  4.952  5.054
P  0.223  4.906  4.965
O  0.885  4.940  6.257
O  0.648  6.065  4.001
C  0.029  6.501  2.843
C  1.057  6.588  1.744
O  0.451  3.564  4.163
C  0.619  2.331  4.870
C  -0.701  1.777  5.261
H  -1.956  7.557  4.892
H  -2.458  7.658  6.595
H  -0.795  7.502  6.252
H  -1.621  5.435  7.074
H  -3.049  5.344  5.962
H  -0.789  5.811  2.593
H  -0.447  7.442  3.104
H  1.872  7.254  1.962
H  1.481  5.592  1.554
H  0.556  6.922  0.854
H  1.093  1.713  4.111
H  1.387  2.500  5.630
H  -1.406  1.675  4.439
H  -0.434  0.776  5.584
H  -1.187  2.278  6.101
C  4.835  -2.361  1.602
C  4.259  -3.705  1.455
O  2.876  -3.628  1.072
P  1.766  -3.960  2.140
O  0.398  -3.793  1.661
O  2.137  -5.374  2.784
C  1.624  -6.598  2.202
C  2.547  -7.733  2.601
O  2.119  -2.882  3.293
C  1.423  -2.995  4.561
C  0.409  -1.888  4.740
H  5.895  -2.540  1.843
H  4.889  -1.835  0.654
H  4.372  -1.801  2.417
H  4.681  -4.184  0.567
H  4.409  -4.451  2.243
H  0.658  -6.756  2.666
H  1.442  -6.423  1.129
H  2.123  -8.655  2.228
H  3.519  -7.617  2.123
H  2.623  -7.730  3.670
H  0.929  -3.974  4.598
H  2.202  -2.999  5.316
H  -0.463  -2.109  4.066
H  0.003  -2.018  5.748
H  0.796  -0.900  4.558
C  2.917  0.685  1.868
C  1.881  -0.070  1.085
O  0.840  0.866  0.860
P  0.240  1.176  -0.555
O  1.150  0.919  -1.677
O  -1.076  0.344  -0.719
C  -1.123  -0.990  -1.437
C  -0.539  -1.996  -0.494
O  -0.245  2.659  -0.460
C  -0.581  3.260  0.807
C  -1.872  2.783  1.501
H  2.553  0.955  2.871
H  3.786  0.059  1.908
H  3.215  1.637  1.427
H  2.203  -0.498  0.127
H  1.462  -0.898  1.668
H  -2.190  -1.161  -1.636
H  -0.565  -0.942  -2.394
H  0.509  -1.774  -0.386
H  -1.016  -2.134  0.466
H  -0.563  -2.953  -0.992
H  0.292  3.204  1.430
H  -0.634  4.333  0.537
H  -1.990  3.585  2.248
H  -2.821  2.850  0.932
H  -1.775  1.806  1.987
C  -8.567  -0.728  2.555
C  -7.535  0.253  2.980
O  -6.168  -0.248  3.009
P  -5.135  0.624  3.838
O  -5.608  1.042  5.154
O  -3.756  -0.222  3.970
C  -3.152  -0.814  2.838
C  -3.329  -2.315  2.948
O  -4.737  1.842  2.927
C  -5.172  3.211  3.125
C  -4.500  3.782  4.310
H  -8.797  -1.484  3.309
H  -9.481  -0.129  2.465
H  -8.362  -1.080  1.521
H  -7.572  1.124  2.318
H  -7.652  0.584  4.029
H  -3.579  -0.437  1.874
H  -2.082  -0.502  2.829
H  -4.376  -2.570  2.723
H  -2.680  -2.756  2.157
H  -3.025  -2.600  3.963
H  -4.918  3.698  2.190
H  -6.265  3.291  3.229
H  -3.440  3.884  4.095
H  -4.934  4.775  4.334
H  -4.775  3.416  5.294
C  1.643  -7.139  -6.290
C  1.527  -8.040  -5.081
O  0.103  -7.995  -4.694
P  -0.278  -7.447  -3.237
O  -1.691  -7.350  -2.864
O  0.523  -6.104  -3.250
C  0.845  -5.366  -2.001
C  1.735  -4.189  -2.405
O  0.523  -8.300  -2.168
C  -0.148  -9.510  -1.692
C  0.758  -10.086  -0.651
H  0.962  -7.497  -7.062
H  1.526  -6.087  -5.997
H  2.676  -7.296  -6.620
H  1.752  -9.087  -5.314
H  2.234  -7.657  -4.317
H  -0.084  -4.980  -1.532
H  1.304  -6.086  -1.339
H  2.588  -4.520  -2.976
H  1.157  -3.525  -3.053
H  2.008  -3.585  -1.592
H  -1.186  -9.281  -1.407
H  -0.126  -10.211  -2.552
H  0.795  -9.505  0.249
H  0.346  -11.068  -0.365
H  1.780  -10.162  -1.062
C  -4.768  1.467  -7.642
C  -4.521  2.791  -6.997
O  -3.135  2.862  -6.497
P  -2.826  2.736  -4.928
O  -3.805  3.349  -3.970
O  -2.745  1.167  -4.747
C  -1.611  0.378  -5.146
C  -2.052  -1.036  -5.313
O  -1.348  3.255  -4.757
C  -0.837  3.230  -3.422
C  -0.156  4.651  -3.140
H  -4.791  0.528  -7.065
H  -5.736  1.624  -8.137
H  -4.127  1.276  -8.503
H  -4.584  3.570  -7.766
H  -5.152  3.079  -6.155
H  -1.158  0.839  -6.013
H  -0.897  0.541  -4.312
H  -2.894  -1.129  -5.991
H  -1.185  -1.606  -5.709
H  -2.346  -1.386  -4.352
H  -1.642  3.064  -2.696
H  -0.103  2.410  -3.354
H  -0.898  5.426  -3.101
H  0.472  4.489  -2.240
H  0.619  4.822  -3.905

Computed properties:
SMILES	CCOP(=O)(OCC)OCC.CCOP(=O)(OCC)OCC.CCOP(=O)(OCC)OCC.CCOP(=O)(OCC)OCC.CCOP(=O)(OCC)OCC.CCOP(=O)(OCC)OCC.CCOP(=O)(OCC)OCC.c1cc[nH]c1.c1cc[nH]c1.c1cc[nH]c1
frontier orbital gap	8.281	eV
maximum force	3.08	eV Å⁻¹
ΔE to the lowest compared entry with this formula, charge and spin	0.00	kcal per mole
DFT total energy	-6790.74759	Ha

Atomic partial charges in e from the Mulliken method, atoms 1 to 2:
1. N 1.336
2. C -0.326

---

C5H10O | ωB97M-V/def2-TZVPD

Positions of all 16 atoms, in Å:
C  -1.275  -1.356  -0.047
C  -0.396  -0.062  0.103
C  -0.748  1.560  -0.266
C  0.880  -0.421  0.948
C  1.591  0.198  -0.249
O  0.456  0.043  -1.086
H  -2.158  -1.217  -0.671
H  -1.600  -1.840  0.891
H  -0.640  -2.114  -0.552
H  -1.512  1.524  -1.054
H  0.061  2.189  -0.757
H  -1.061  2.116  0.596
H  1.080  -1.509  0.989
H  1.050  -0.016  1.948
H  2.384  -0.336  -0.750
H  1.889  1.241  -0.043

Computed properties:
frontier orbital gap	9.883	eV
maximum force	2.55	eV Å⁻¹
ΔE to the lowest compared entry with this formula, charge and spin	73.29	kcal per mole
DFT total energy	-271.63583	Ha

Atomic partial charges in e from the Mulliken method, atoms 1 to 2:
1. C -1.306
2. C 0.886

---

C2H6OS | ωB97M-V/def2-TZVPD

Positions of all 10 atoms, in Å:
S  1.647  1.342  -3.229
H  0.325  1.253  -3.406
H  1.779  2.498  -3.888
C  -2.087  -0.681  3.153
C  -1.433  -1.142  2.112
O  -0.069  -1.337  2.069
H  -3.155  -0.562  3.110
H  -1.650  -0.472  4.120
H  -1.733  -1.124  1.072
H  0.301  -1.211  2.955

Computed properties:
SMILES	C=CO.S
frontier orbital gap	10.118	eV
maximum force	2.33	eV Å⁻¹
ΔE to the lowest compared entry with this formula, charge and spin	15.52	kcal per mole
DFT total energy	-553.17868	Ha

Atomic partial charges in e from the Mulliken method, atoms 1 to 2:
1. S -0.287
2. H 0.142